Molecular formula: C25H48As2F6N4O2OsPSSi2
Method: DFT, wB97M-V/def2-TZVPD

```
92
Properties=species:S:1:pos:R:3:forces:R:3
Os -0.36219 -0.50685 0.22345 0.3 -0.2 -0.2
As 0.02551 1.78715 -0.08125 1.1 0.4 0.2
As 0.64101 -3.86695 0.16365 0.1 0.7 -0.3
S 2.53151 -0.01805 -0.39945 2.4 -0.1 -0.6
P -2.65009 -0.44765 -0.54775 -1.3 -0.4 0.0
Si 1.35251 3.12955 -2.21075 -0.7 0.8 -0.7
Si 0.51761 3.12175 2.00505 -0.7 0.7 0.8
F 1.77671 -4.71045 -0.78735 -0.3 0.1 0.2
F -0.67029 -4.70225 -0.54835 0.3 0.2 0.4
F 0.72061 -4.82185 1.57075 -0.2 0.0 -0.4
F 1.94061 -2.86395 0.79775 -0.9 -0.5 -0.1
F -0.57839 -2.76375 1.06105 0.7 0.0 -0.7
F 0.42081 -2.54105 -1.11555 0.1 -0.7 0.7
O 3.18231 1.26595 -0.28955 0.1 -0.1 0.3
O 1.54871 -0.03835 -1.48465 -1.0 -0.6 0.0
N 2.82251 -1.01415 2.65615 -0.2 0.7 -0.8
N 6.11551 -4.62875 -1.04375 0.2 -0.2 0.0
N 0.45461 -0.90445 2.69525 0.2 0.5 -1.5
N 1.54591 -0.14105 0.90005 -1.0 0.3 -1.2
C 0.43481 -1.60735 3.81445 -0.1 -0.4 0.5
C -3.86039 -0.67475 0.86785 0.3 0.1 -0.2
C 5.56171 -2.59985 0.10595 -0.2 0.1 0.0
C 3.68061 -1.33225 -0.62775 -0.9 0.9 0.2
C -5.33069 -0.51045 0.49535 0.1 -0.1 0.0
C -0.41109 2.21015 3.40685 0.5 0.2 -0.7
C -4.21169 1.12585 -2.48105 0.1 -0.1 0.0
C 2.40261 3.32015 2.23525 -0.7 -0.4 -0.4
C -3.16639 -3.19835 -0.78905 0.2 -0.1 0.3
C 3.43911 -2.24035 -1.65245 -0.1 -0.4 -0.4
C 4.25211 -3.33835 -1.80295 0.0 0.4 0.2
C 4.73801 -1.50795 0.25545 0.3 -0.1 0.2
C -3.28729 2.29565 -0.48495 0.4 -0.1 -0.3
C 2.78841 -1.68365 3.79115 -0.1 -0.3 0.3
C 2.70481 4.12195 -1.31175 -0.6 -0.9 0.0
C 1.74521 1.99495 -3.68145 -0.1 0.1 0.9
C -0.38529 4.75825 1.54225 0.4 -0.9 -0.1
C -3.84379 -1.94925 -2.81555 0.1 0.2 0.0
C -0.27669 4.11915 -2.45135 0.8 -0.6 0.2
C -3.47819 0.17125 2.08325 0.1 -0.2 -0.1
C -2.85279 -1.97565 -1.65395 0.4 0.1 0.1
C 1.65501 -0.70575 2.10955 0.6 -0.9 2.9
C 1.60161 -2.06225 4.40485 -0.1 0.1 -0.3
C 5.32831 -3.55025 -0.91485 -0.3 0.3 0.0
C -3.05839 1.15575 -1.48065 0.5 -0.3 0.2
H 2.60571 -2.08285 -2.32105 0.0 -0.1 0.0
H -1.47479 2.44045 3.41465 -0.1 0.1 -0.2
H 0.83261 1.67655 -4.18625 -0.1 0.1 0.1
H 6.86321 -4.79155 -0.39055 0.0 -0.1 -0.1
H -2.39919 0.11275 2.26325 -0.1 0.1 0.2
H -3.70129 -1.72135 1.15275 0.1 0.1 -0.1
H -0.29819 1.13185 3.31785 0.0 0.0 0.0
H -0.02199 5.16985 0.60215 0.1 0.1 -0.1
H -5.94299 -0.80815 1.34465 -0.1 0.0 0.1
H -4.27829 2.23575 -0.04715 0.0 0.0 0.2
H -3.89479 -2.96345 -3.21015 0.0 0.0 0.0
H -2.98359 -4.09435 -1.37935 0.0 0.0 0.0
H -4.84699 -1.66415 -2.51205 -0.1 0.0 0.0
H -5.60779 -1.14135 -0.34525 -0.1 0.0 -0.1
H -0.01039 2.49935 4.37545 0.1 0.2 0.1
H -0.98499 3.58025 -3.07575 0.0 -0.2 -0.1
H -2.53509 -3.27475 0.09415 -0.1 0.0 0.0
H 2.69251 3.15365 3.26895 -0.2 -0.1 0.2
H -3.51339 -1.30935 -3.62535 0.0 0.0 -0.1
H -0.23099 5.50945 2.31095 0.1 0.1 0.2
H -3.22029 3.24725 -1.00865 0.0 0.1 -0.1
H -2.53129 2.30105 0.30955 0.0 0.1 0.3
H -2.12259 1.36665 -2.02845 -0.2 -0.1 0.1
H 4.88061 -0.80475 1.06085 0.2 0.0 0.1
H 3.43561 3.44725 -0.87175 0.0 0.0 0.0
H 5.92151 -5.33125 -1.74095 0.1 0.1 0.2
H -4.20869 -3.21765 -0.47585 -0.1 0.1 0.0
H 2.28171 4.73655 -0.51835 -0.1 0.1 0.0
H -1.46049 4.61405 1.44985 -0.1 -0.1 0.0
H -1.84819 -2.10015 -2.08805 -0.2 0.0 0.2
H 1.58791 -2.67245 5.28815 0.0 0.0 0.2
H 4.04951 -4.05685 -2.58285 0.0 0.0 -0.1
H -0.53949 -1.79785 4.24765 0.0 0.0 0.0
H -3.99429 -0.22105 2.95815 0.0 0.0 0.1
H -3.76499 1.21195 1.96835 0.0 0.1 0.0
H -5.10389 0.68425 -2.05125 -0.2 0.0 0.0
H 2.26101 1.10045 -3.34265 0.1 0.0 -0.1
H -0.75479 4.31255 -1.49055 0.0 0.2 0.0
H 3.75331 -1.92375 4.21305 0.1 -0.1 0.1
H 2.37691 2.49185 -4.41535 0.1 0.3 0.1
H -0.07539 5.06995 -2.93265 0.1 0.3 -0.1
H 2.94221 2.60875 1.61225 0.1 0.0 0.0
H -4.44909 2.14665 -2.77165 0.0 0.1 0.0
H 3.22951 4.77655 -2.00415 -0.1 0.1 -0.3
H 2.72961 4.31925 1.96635 -0.1 0.2 -0.1
H -3.95329 0.59415 -3.38815 -0.1 0.0 0.0
H -5.57559 0.52035 0.25995 -0.1 0.1 0.0
H 6.37871 -2.75425 0.79565 0.1 0.0 0.0
```
Forces are in eV/Å.

Values from the calculation:
⟨S²⟩: 1.23
2S+1: 2
Lowest unoccupied orbital energy (alpha / beta) in eV: -8.38 / -8.52
HOMO energy (alpha / beta) in Eh: -0.468 / -0.467
Total charge: +2

Mulliken population analysis, charges in e, atoms 1 to 5:
1 Os 2.26
2 As 0.70
3 As 2.06
4 S 1.21
5 P -0.33